Entry 1:
Here is a structure of composition C9H17Cl2EuN2O at a distorted geometry from the Open Molecules 2025 dataset. Energies are from ωB97M-V/def2-TZVPD.

Structure (XYZ):
```
32
C9H17Cl2EuN2O ωB97M-V/def2-TZVPD
Eu -1.796 0.209 0.785
Cl -1.993 -1.555 3.403
C -2.922 -2.827 2.345
Cl -3.671 -2.263 0.727
H -3.744 -3.197 2.935
H -2.194 -3.620 2.187
N -2.744 1.215 -3.389
C -2.648 1.100 -2.076
O -2.247 0.053 -1.505
C -3.040 2.413 -1.344
C -3.291 2.211 0.062
H -2.574 0.436 -3.997
H -3.272 1.996 -3.767
H -3.882 2.828 -1.925
H -2.086 2.993 -1.480
H -4.176 1.687 0.460
H -2.809 2.889 0.753
C 4.067 0.895 0.085
C 3.167 -0.337 0.440
C 3.063 -1.341 -0.738
C 3.542 -1.051 1.732
C 1.786 0.123 0.592
N 0.607 0.151 0.591
H 5.096 0.566 -0.109
H 4.044 1.580 0.977
H 3.675 1.364 -0.818
H 4.051 -1.742 -1.067
H 2.618 -0.863 -1.611
H 2.388 -2.185 -0.439
H 4.575 -1.393 1.665
H 2.905 -1.932 1.894
H 3.506 -0.405 2.630
```

calculated total energy	-2168.3566	hartree
charge	+1
F_max	0.0849	Eh/bohr
lowest unoccupied orbital energy (spin up / spin down)	-0.117 / -0.116	Eh
Kohn-Sham gap (spin up / spin down)	5.89 / 5.87	eV
expectation value of S²	15.76
2S+1	8
highest occupied orbital energy (spin up / spin down)	-9.058 / -9.035	eV

---

Entry 2:
Here is a structure of composition C9H17Cl3MgN10O7P2Si from the Open Molecules 2025 dataset. Energies are from ωB97M-V/def2-TZVPD.

Structure (XYZ):
```
50
C9H17Cl3MgN10O7P2Si ωB97M-V/def2-TZVPD
Mg 0.032 -0.431 0.823
N 1.965 -3.092 1.930
C 0.837 -3.375 1.184
N 0.542 -4.601 0.786
N -0.624 -4.460 0.121
N -0.997 -3.231 0.118
N -0.085 -2.490 0.798
C 2.480 -1.827 2.118
N 3.688 -1.591 2.613
N 3.779 -0.248 2.628
N 2.696 0.277 2.176
N 1.828 -0.707 1.841
H 2.612 -3.853 2.041
C 0.494 3.894 0.178
C 0.034 2.464 0.398
O 1.110 1.525 0.416
P -0.958 2.223 1.921
O -2.312 2.997 1.710
O -0.193 3.000 3.025
O -1.097 0.746 2.092
P -1.059 1.805 -0.955
O -0.331 2.228 -2.338
O -2.375 2.518 -0.884
O -0.962 0.314 -0.818
H 1.105 4.228 1.017
H -0.368 4.558 0.094
H 1.082 3.947 -0.739
H 1.731 1.604 1.178
H -2.627 2.842 0.774
H -0.534 3.242 3.907
H -0.782 3.010 -2.679
C 0.998 -2.124 -4.809
C 0.122 -1.993 -3.555
C -0.520 -3.341 -3.209
C -0.959 -0.930 -3.769
C 0.998 -1.576 -2.445
N 1.707 -1.253 -1.603
H 0.372 -2.431 -5.650
H 1.777 -2.873 -4.663
H 1.472 -1.173 -5.054
H -1.145 -3.657 -4.048
H -1.131 -3.263 -2.311
H 0.236 -4.104 -3.024
H -1.591 -1.237 -4.606
H -0.518 0.043 -3.989
H -1.570 -0.821 -2.874
Cl -1.444 3.877 5.695
Si -2.847 2.492 6.809
Cl -2.105 2.986 8.817
Cl -4.566 3.862 6.813
```

calculated total energy	-3980.9204	hartree
ΔE to the lowest compared entry with this formula, charge and spin	29.35	kJ/mol
charge	-2
F_max	0.0141	Eh/bohr
lowest unoccupied orbital energy	0.147	Eh
Kohn-Sham gap	7.07	eV
highest occupied orbital energy	-3.071	eV

---

Entry 3:
Here is the molecule C9H17N3O3S at a distorted geometry from the Open Molecules 2025 dataset. Energies are from ωB97M-V/def2-TZVPD.

Structure (XYZ):
```
33
C9H17N3O3S ωB97M-V/def2-TZVPD
O 1.564 -0.425 1.741
O -3.790 -0.912 0.721
O -0.545 0.474 -2.071
S 3.934 -0.752 -1.835
C 2.292 0.509 1.375
C -2.925 -0.475 -0.031
C 0.055 0.422 -1.016
N -2.852 -0.928 -1.299
N -0.557 0.361 0.182
N 2.370 0.910 0.110
C 3.227 1.213 2.364
C -3.681 -2.027 -1.800
C -2.009 0.992 1.926
C 2.180 -0.932 -1.605
C -1.939 0.637 0.455
C 1.615 0.384 -1.069
H 4.337 -0.856 -0.554
H -2.123 -0.600 -1.926
H 0.084 0.083 0.907
H 3.053 1.636 -0.084
H 3.257 2.277 2.114
H 2.814 1.104 3.360
H 4.217 0.795 2.402
H -3.242 -2.974 -1.502
H -4.723 -1.896 -1.445
H -3.691 -2.054 -2.894
H -1.480 0.304 2.509
H -1.579 1.991 2.091
H -3.033 1.013 2.279
H 1.957 -1.706 -0.862
H 1.634 -1.159 -2.528
H -2.181 1.489 -0.141
H 1.760 1.103 -1.874
```

calculated total energy	-1141.3661	hartree
ΔE to the lowest compared entry with this formula, charge and spin	3.65	kJ/mol
charge	0
F_max	0.0397	Eh/bohr
lowest unoccupied orbital energy	0.012	Eh
Kohn-Sham gap	9.43	eV
highest occupied orbital energy	-9.102	eV

---

Entry 4:
Here is a structure of composition C9H17N3P2 at a distorted geometry from the Open Molecules 2025 dataset. Energies are from ωB97M-V/def2-TZVPD.

Structure (XYZ):
```
31
C9H17N3P2 ωB97M-V/def2-TZVPD
C 1.360 3.024 1.024
C 1.059 2.421 2.304
C 1.097 2.262 -0.104
C 0.537 1.116 2.396
C 0.409 0.944 0.031
C -0.945 -1.338 2.872
C 0.006 -2.240 0.430
C -1.389 -0.716 -3.090
C 1.395 -0.123 -3.152
N 0.270 0.416 1.261
N -2.385 -0.293 0.895
N -0.142 0.155 -0.803
P -0.954 -0.799 1.102
P -0.206 0.660 -2.493
H 1.795 3.993 0.829
H 1.239 2.958 3.238
H 1.142 2.526 -1.094
H -1.384 -0.595 3.666
H 0.192 -1.503 3.071
H -1.347 -2.356 2.955
H -0.710 -3.105 0.685
H 1.115 -2.462 0.849
H 0.065 -2.043 -0.700
H -1.440 -1.524 -2.398
H -1.133 -0.831 -4.163
H -2.377 -0.228 -3.118
H 2.071 0.626 -3.235
H 1.349 -0.595 -4.148
H 1.797 -0.909 -2.399
H 0.291 0.797 3.389
H -2.778 -0.236 -0.102
```

calculated total energy	-1200.0351	hartree
ΔE to the lowest compared entry with this formula, charge and spin	82.94	kJ/mol
charge	0
F_max	0.0767	Eh/bohr
lowest unoccupied orbital energy	0.010	Eh
Kohn-Sham gap	8.20	eV
highest occupied orbital energy	-7.923	eV